{
  "formula": "C2H4NO2P",
  "method": "ωB97M-V with the def2-TZVPD basis set",
  "homo_energy_ev": [-8.66, -8.66],
  "smiles": "[O-][N+]1=PCCO1",
  "lumo_energy_ev": [-0.28, -0.28],
  "total_energy_ha": -625.05147,
  "orbital_gap_ev": [8.37, 8.37],
  "e_above_lowest_kcal_mol": 112.8,
  "species": ["H", "C", "O", "H", "H", "O", "P", "C", "N", "H"],
  "coordinates": [[-0.41461, 1.12449, -0.56238], [0.40798, 0.37450, -0.56378], [3.79279, 0.37424, 0.24336], [0.41498, -0.31932, -1.40271], [-0.18740, 0.30662, 1.46989], [1.74986, 1.01821, -0.42495], [1.85741, -0.99165, 1.31082], [0.13575, -0.38188, 0.66758], [2.56887, 0.16954, 0.40535], [-0.49854, -1.30494, 0.57089]],
  "forces_ev_per_angstrom": [[1.135, 0.016, -0.952], [0.483, 0.626, 0.153], [-2.185, 0.002, 0.490], [0.097, 0.461, -0.408], [-0.409, -0.586, -0.309], [-1.350, -0.730, 0.158], [-1.393, -0.057, -0.177], [1.019, -1.636, 2.661], [2.303, 0.683, -1.619], [0.301, 1.222, 0.002]]
}

=====

{
  "formula": "C3H10O",
  "method": "ωB97M-V with the def2-TZVPD basis set",
  "homo_energy_ev": -10.44,
  "smiles": "CC.CO",
  "lumo_energy_ev": 1.06,
  "total_energy_ha": -195.48548,
  "orbital_gap_ev": 11.50,
  "e_above_lowest_kcal_mol": 27.3,
  "species": ["H", "H", "H", "H", "H", "O", "H", "C", "H", "C", "H", "H", "H", "C"],
  "coordinates": [[0.61182, -5.02978, -5.56553], [0.64255, 3.09416, 3.32960], [-1.74709, 3.88884, 4.62264], [0.59227, 2.85052, 4.99350], [2.13373, -4.11072, -5.00384], [0.67797, -3.29532, -6.26863], [0.08659, 1.55181, 3.77831], [0.01457, 2.58651, 4.10689], [0.59298, -2.39413, -5.96389], [1.04383, -4.13608, -5.14242], [-1.71165, 3.42753, 2.97050], [0.53589, -3.81946, -4.24252], [-2.04731, 2.31563, 4.42759], [-1.42616, 3.07048, 3.95780]],
  "forces_ev_per_angstrom": [[0.552, -1.035, 0.936], [-0.466, -0.181, 0.360], [0.879, 0.303, -0.141], [-0.657, -0.534, 0.424], [-0.330, -0.438, 0.016], [0.211, 0.342, 0.434], [0.091, -0.226, 0.662], [1.125, 1.356, -2.167], [0.060, 0.356, -0.009], [-0.344, 0.871, -1.691], [-0.045, -0.725, -0.128], [-0.150, -0.096, 0.314], [-0.587, -0.531, -0.892], [-0.340, 0.538, 1.882]]
}

=====

{
  "formula": "C23H29BN4O4OsS",
  "method": "ωB97M-V with the def2-TZVPD basis set",
  "homo_energy_ev": -13.62,
  "lumo_energy_ev": -7.79,
  "total_energy_ha": -1926.96090,
  "orbital_gap_ev": 5.83,
  "charge": 2,
  "e_above_lowest_kcal_mol": 0.0,
  "species": ["H", "C", "C", "C", "H", "C", "H", "C", "H", "H", "H", "C", "C", "H", "H", "C", "O", "H", "H", "C", "H", "B", "H", "S", "H", "C", "C", "H", "C", "N", "C", "N", "H", "H", "H", "C", "C", "H", "O", "H", "H", "C", "H", "C", "C", "C", "H", "C", "C", "H", "H", "O", "H", "O", "C", "H", "Os", "H", "N", "H", "C", "H", "N"],
  "coordinates": [[4.85466, -1.01840, 3.81757], [-4.03519, -0.84618, 0.99779], [2.46950, 0.58676, -4.75342], [2.70347, 0.63295, 0.77307], [3.24335, -1.66613, 2.01284], [-5.41818, -0.81627, 1.07754], [1.08662, 4.15521, -0.49494], [-3.33230, 0.12727, 0.27557], [-0.81964, -2.35812, -0.86174], [1.29180, -2.06044, 3.51367], [-0.62113, 2.05626, 2.07706], [-3.99542, 1.18114, -0.40598], [1.51397, -2.93412, 0.38008], [1.03203, -4.82244, -0.54815], [-3.48637, -1.63204, 1.49909], [-1.91460, 0.04287, 0.22253], [-1.19726, -0.84996, 0.81537], [2.59715, 2.11570, -0.78082], [4.08164, 0.55923, 3.95105], [2.98332, -0.91212, 2.75981], [3.12739, -0.18912, -5.15395], [1.79993, -4.44594, 0.31448], [-7.98788, 2.41588, 0.18127], [0.54771, -1.36578, -4.04399], [3.56394, 0.14509, 0.33196], [2.15566, 1.76056, 0.14061], [3.28272, 1.77225, -4.25188], [1.81808, 0.88528, -5.57849], [0.99981, 0.69503, 2.48759], [0.72646, -0.42575, -1.71229], [2.19915, -1.57701, 3.88204], [-0.79582, -2.22055, -1.86247], [2.95185, -4.55372, -0.02486], [-8.14585, 1.41566, -1.31408], [-5.98044, -1.55725, 1.62640], [4.28775, -0.26793, 3.26984], [-7.53640, 1.64737, -0.44350], [1.93612, -0.86804, 4.67003], [-1.15652, 0.87677, -0.43704], [-0.30850, 3.13589, -0.86787], [-0.28892, 4.07331, 0.62625], [2.21881, 0.15889, 2.03907], [3.87961, 2.17506, -5.06705], [0.09981, -1.37636, -2.38458], [-5.35146, 1.19228, -0.31270], [0.33142, 3.50189, -0.06142], [4.91729, 0.09723, 2.45796], [0.35402, 1.71231, 1.75397], [0.97634, 2.35174, 0.63456], [1.55080, -4.90619, 1.39786], [3.96188, 1.47371, -3.45366], [-6.23013, 2.06154, -0.85936], [-3.45638, 1.92530, -0.97454], [-7.35783, 0.45046, 0.33952], [-6.04977, 0.21599, 0.41248], [2.81552, -2.34860, 4.33916], [0.58158, 0.05702, 0.27900], [0.51326, 0.28450, 3.36169], [1.59293, 0.34005, -2.46301], [-1.11219, -2.99946, -2.41891], [1.62102, -0.03195, -3.69111], [2.63402, 2.56649, -3.88258], [1.27575, -1.79508, 0.38561]],
  "forces_ev_per_angstrom": [[0.002, -0.010, -0.013], [-0.002, 0.004, 0.004], [0.002, 0.022, 0.003], [0.137, -0.124, -0.108], [0.081, 0.011, 0.008], [0.002, -0.009, 0.001], [0.002, -0.001, 0.002], [0.035, -0.013, -0.024], [-0.023, 0.021, 0.002], [-0.007, 0.017, 0.005], [0.017, 0.027, 0.019], [-0.012, 0.004, -0.019], [0.023, -0.001, -0.006], [0.007, -0.006, -0.001], [-0.004, -0.001, 0.003], [-0.076, -0.007, -0.154], [0.110, -0.024, -0.088], [-0.036, 0.030, 0.000], [-0.001, -0.011, 0.011], [-0.077, 0.009, 0.034], [-0.008, -0.003, 0.003], [-0.011, -0.027, -0.014], [0.006, -0.001, 0.005], [0.053, -0.034, 0.008], [-0.007, 0.005, -0.012], [-0.041, 0.101, -0.143], [-0.003, -0.008, -0.001], [0.001, 0.004, -0.005], [0.029, -0.107, 0.049], [-0.040, 0.177, -0.016], [-0.016, -0.025, -0.019], [0.062, -0.019, -0.058], [-0.002, 0.014, -0.007], [0.008, -0.008, -0.003], [0.001, 0.001, 0.001], [-0.015, 0.041, 0.035], [-0.012, 0.012, -0.010], [0.016, -0.003, 0.008], [0.157, 0.029, 0.062], [-0.005, 0.004, 0.001], [0.000, 0.000, 0.001], [0.115, -0.043, -0.009], [-0.002, 0.003, 0.000], [-0.072, -0.029, 0.040], [0.012, 0.000, -0.006], [-0.001, -0.007, 0.005], [-0.014, 0.015, -0.004], [-0.052, 0.036, -0.009], [0.045, 0.061, -0.075], [-0.006, 0.022, 0.010], [0.002, 0.000, 0.000], [-0.008, 0.000, 0.008], [0.004, 0.000, 0.006], [0.006, -0.003, 0.009], [-0.008, 0.004, -0.003], [-0.008, -0.010, -0.008], [-0.314, -0.146, 0.337], [0.019, -0.011, 0.003], [0.048, -0.064, 0.000], [0.001, 0.005, 0.007], [-0.065, 0.025, -0.019], [0.001, 0.000, 0.000], [-0.053, 0.050, 0.143]]
}